Here is 9 unconnected molecules or ions with the total composition C74H158N8O10 in a non-equilibrium geometry from the Open Molecules 2025 dataset. Energies are from ωB97M-V with the def2-TZVPD basis set.

The geometry in XYZ format:
```
250
Properties=species:S:1:pos:R:3:forces:R:3
O 7.6383 18.2673 -11.2280 -0.6 -0.8 -0.9
O 10.4366 20.0103 -14.8035 0.6 -0.1 -0.8
O 9.7284 28.5475 -8.8468 -0.2 -1.3 0.7
O 12.0067 20.5781 -8.6009 -0.7 0.2 0.6
O 11.6834 22.6435 -2.8764 -0.2 -1.3 -0.4
O 4.7090 24.9466 -4.6658 0.0 0.3 -1.3
O 15.0026 27.0570 -12.4502 -0.1 0.8 -1.1
O 8.1279 15.2832 -11.0777 0.7 -0.9 -1.6
O 4.1792 18.4827 -3.7403 1.5 1.5 -0.6
O 2.2248 17.7888 -12.6002 0.1 0.1 -0.1
N 5.3259 19.3804 -3.7000 1.0 0.0 1.5
N 11.8773 23.8783 -2.3162 0.4 1.8 2.0
N 3.3472 18.6223 -12.4031 2.2 -0.3 -1.4
N 16.2041 26.4624 -12.7968 2.7 -2.8 0.5
N 4.8969 26.2515 -5.2370 1.2 1.0 0.2
N 9.4512 19.7858 -15.7587 -2.7 -4.1 0.0
N 10.8100 21.0380 -9.2089 -0.5 0.8 -1.1
N 11.1070 28.8133 -8.7057 0.7 1.0 -0.2
C 16.9975 26.8127 -13.9762 2.7 3.1 1.1
C 8.8226 17.5738 -14.8515 1.5 0.1 -1.4
C 8.5557 22.2554 -10.4403 1.1 -1.8 -0.8
C 3.4709 27.0459 -3.3633 0.5 -0.5 -1.5
C 11.3721 29.2174 -7.3149 1.9 0.4 1.2
C 2.4760 26.9494 -5.7298 0.5 -0.1 0.1
C 10.6433 24.9495 -4.2073 0.3 -1.0 0.1
C 6.3571 21.6706 -4.0687 0.2 -1.0 0.7
C 10.5191 17.8724 -16.8713 1.5 0.3 0.1
C 8.6216 22.0332 -15.6459 1.3 -0.3 -1.2
C 9.6995 21.5875 -11.2779 -0.3 1.8 0.5
C 4.6511 20.1836 -11.1670 0.0 1.2 -0.5
C 7.9036 19.1364 -18.2803 0.9 0.9 0.9
C 4.1694 21.3966 -2.9114 -1.4 0.5 0.1
C 18.5000 24.6499 -13.6222 -1.3 0.7 0.4
C 7.3940 21.0699 -3.1992 0.5 -1.7 2.9
C 11.4804 27.6921 -10.8934 0.6 -0.2 1.4
C 5.1465 19.9586 -13.7475 -1.0 -1.6 0.5
C 7.7444 20.4067 -17.4136 1.8 0.5 -1.4
C 12.8920 29.5853 -7.1605 -1.0 1.3 -0.4
C 5.1515 20.7999 -12.5430 0.1 1.8 2.5
C 9.7389 21.5674 -8.3078 0.2 0.6 0.3
C 5.0262 28.8213 -6.6395 -1.7 -0.9 0.0
C 10.3020 21.1734 -17.5471 -0.9 0.3 0.0
C 7.7965 19.5784 -3.4304 0.0 2.5 -1.1
C 11.6505 23.0766 -10.6985 0.0 0.8 1.1
C 12.7276 25.2439 -0.4646 1.4 -1.0 1.1
C 6.6890 17.4417 -3.1068 -1.1 -1.3 -0.5
C 8.5060 21.5064 -9.1479 -0.8 0.8 -1.0
C 4.2300 28.6360 -5.3339 -0.1 -0.1 0.6
C 3.7573 19.2658 -13.7465 0.3 -0.6 -0.1
C 3.8281 18.2226 -14.9151 -0.7 0.5 1.1
C 15.2528 24.0656 -12.7692 -0.1 0.0 0.2
C 13.4543 28.4859 -9.2975 -0.9 -0.4 0.3
C 11.1201 28.1902 -6.2112 -0.4 -0.6 -0.2
C 10.8070 24.8244 -2.6634 -1.3 0.4 -0.4
C 6.1707 27.8746 -6.8124 -0.5 -0.2 1.8
C 13.7305 23.0265 -0.7966 -1.8 0.2 0.1
C 2.6950 20.2333 -14.1303 -2.5 1.3 -0.4
C 11.0955 21.6693 -10.5425 -1.1 -1.5 -1.9
C 7.1358 25.6590 -6.4354 0.7 -0.7 2.5
C 16.2853 25.0958 -12.2269 -0.1 -0.9 1.2
C 17.7351 24.4381 -12.3176 -0.8 1.1 -0.4
C 10.6365 30.4953 -6.9212 -0.3 0.7 0.1
C 9.3745 20.5594 -7.1969 1.8 0.1 0.9
C 6.8604 18.4085 -5.4734 -0.3 -0.2 0.8
C 11.6732 26.2259 -0.6242 -2.3 0.8 -1.1
C 12.0290 27.8238 -9.3789 0.3 1.5 -1.5
C 4.4101 20.9846 -5.4565 -0.4 -0.6 1.6
C 6.6565 18.7216 -3.9591 -0.9 -0.3 0.5
C 7.6764 16.0946 -10.0734 0.5 2.2 0.8
C 17.3053 28.3976 -13.8757 -1.1 -0.3 -0.2
C 9.3893 24.4624 -2.1916 -0.4 -1.1 0.6
C 8.2414 17.5878 -10.1353 -0.5 -0.3 -0.1
C 9.2555 18.3177 -16.2130 -1.6 0.7 1.5
C 3.3204 19.3030 -11.1356 2.2 0.5 0.3
C 3.7325 27.1702 -4.8972 2.1 0.8 -1.6
C 12.0002 20.7151 -11.3875 -0.3 -0.1 1.3
C 12.0876 26.4162 -8.8133 0.1 -0.8 -0.6
C 18.4356 26.1520 -13.9434 -0.5 -1.0 0.9
C 11.2094 26.1563 -2.1110 0.1 1.8 0.8
C 9.0578 20.7993 -16.6154 -0.4 2.5 0.2
C 3.6221 18.3101 -9.9527 -0.4 -1.4 -0.8
C 2.0826 20.1989 -10.8378 0.6 0.8 0.7
C 15.9948 25.2666 -10.6538 -0.1 1.2 -1.0
C 16.4444 26.5539 -15.3029 -1.7 -0.9 -1.1
C 5.8176 26.3564 -6.4682 -2.1 0.4 -2.6
C 9.9578 23.0539 -7.7713 0.1 -1.6 -0.6
C 12.3095 23.7938 -0.8444 2.3 0.2 -0.7
C 13.8350 28.6934 -7.8386 1.8 -1.1 -0.7
C 11.3265 23.1823 0.1716 -0.3 0.6 -1.9
C 5.1855 25.7488 -7.7509 -2.4 0.5 -0.3
C 5.0308 20.7921 -4.0036 1.2 0.7 -1.9
C 8.0573 18.0440 -17.2239 -0.3 1.2 -0.1
H 1.8679 20.2928 -13.4228 0.0 -0.7 0.2
H 16.0784 25.5308 -15.2159 -0.2 -0.2 -0.8
H 14.4668 23.6573 -1.2946 0.0 -0.4 -0.2
H 8.4482 20.4669 -9.4708 -0.7 -0.2 0.5
H 10.5019 23.8913 0.2460 0.2 0.0 0.9
H 6.5101 28.0380 -7.8353 0.6 -0.7 0.2
H 4.1886 17.4540 -10.3190 0.5 0.2 -0.6
H 7.9440 15.6840 -11.9304 -0.1 0.1 -0.2
H 1.9568 20.1582 -9.7558 -0.5 -0.2 0.0
H 1.1329 20.0878 -11.3609 0.2 -0.9 0.1
H 7.6398 21.9858 -10.9663 -0.3 0.7 -0.1
H 7.8605 26.2268 -7.0190 0.1 -0.3 0.1
H 5.3285 24.9161 -3.9331 0.2 0.1 0.1
H 7.9167 17.9051 -14.3439 -0.2 0.5 -0.7
H 4.4731 20.9850 -10.4501 -0.6 0.8 -0.4
H 9.6219 17.7473 -14.1311 0.1 -0.5 0.0
H 11.4687 28.6207 -11.4640 -0.7 0.4 0.6
H 7.1609 24.5912 -6.6526 -0.4 0.1 -0.7
H 13.0607 30.5624 -7.6133 -0.3 0.3 -0.1
H 16.3839 28.9174 -14.1380 -0.4 0.0 0.3
H 3.2117 28.0144 -2.9355 -0.1 -0.2 0.1
H 14.0230 27.8012 -7.2414 -0.1 -0.4 -0.3
H 2.7192 26.2701 -3.2178 -0.3 0.3 0.2
H 8.6830 23.3314 -10.3213 -0.1 0.0 -0.2
H 2.6660 27.1600 -6.7823 0.1 -0.1 0.0
H 19.0415 26.5377 -13.1235 -0.1 0.8 -0.1
H 7.7937 21.8300 -14.9666 -0.4 -0.3 -0.6
H 12.0406 27.0757 -11.5965 0.6 -0.5 0.7
H 1.8027 27.7335 -5.3835 -0.7 -0.5 0.0
H 4.6158 21.5781 -1.9337 0.5 -0.5 -0.1
H 17.6064 23.3717 -12.1320 0.1 0.1 0.4
H 10.3631 26.8191 -2.2920 -0.1 0.2 0.1
H 18.9732 26.2893 -14.8816 -0.3 0.6 0.0
H 9.5841 22.1561 -12.2006 1.1 0.1 -0.5
H 2.2987 21.2586 -10.9737 0.4 0.1 -0.4
H 9.5214 20.5531 -11.5718 -0.4 -0.2 0.5
H 8.5610 25.0641 -2.5657 0.4 0.5 -0.4
H 12.0330 26.5736 -2.6903 0.2 -0.1 -0.2
H 4.6000 21.9910 -5.8296 -0.3 0.0 0.1
H 18.0639 24.0212 -14.3986 0.5 -0.1 -0.3
H 2.2227 19.8974 -15.0535 -0.1 0.3 -0.2
H 13.1551 29.7163 -6.1109 -0.3 -0.2 0.1
H 11.6822 19.6798 -8.5041 0.9 -0.5 0.4
H 15.2501 23.2574 -12.0378 -0.1 -0.2 -0.1
H 8.7933 19.1436 -18.9099 0.3 0.3 0.1
H 4.8111 20.2602 -6.1655 0.1 0.0 0.1
H 9.4161 22.3105 -14.9531 0.4 -0.1 -0.2
H 6.8360 20.2600 -16.8294 0.3 0.3 0.5
H 3.7712 22.3775 -3.1712 0.3 0.3 -0.6
H 3.8606 18.8277 -15.8211 0.4 -0.2 -0.1
H 2.1407 25.9155 -5.6484 -0.5 0.2 0.2
H 9.9199 25.6434 -4.6354 0.2 0.8 0.8
H 11.1269 31.4008 -7.2786 -0.4 -0.1 -1.3
H 11.0903 26.0346 -8.5941 0.0 0.0 0.0
H 7.0193 20.9403 -2.1838 -0.8 0.6 0.3
H 10.7731 18.3878 -17.7976 -1.0 0.0 -0.5
H 14.9531 25.5083 -10.4430 -0.2 -0.3 -0.3
H 7.1132 19.0915 -19.0296 -0.5 -0.6 0.5
H 7.8588 18.0304 -5.6932 0.1 -0.1 0.2
H 10.5377 27.1751 -10.7141 -0.4 0.5 -0.7
H 11.2081 21.1416 -16.9420 -0.1 0.5 0.3
H 13.6740 22.0087 -1.1827 0.0 0.2 -0.4
H 4.3600 28.6129 -7.4766 -0.4 0.0 -0.1
H 10.1898 22.1289 -18.0596 0.1 0.3 0.3
H 12.1312 23.3185 -11.6465 -0.2 -0.6 -0.2
H 14.2241 24.4199 -12.8358 0.1 0.5 0.3
H 11.4612 19.7855 -11.5706 -0.1 0.0 -0.3
H 2.8675 17.7089 -14.9543 0.2 -0.4 -0.1
H 4.7589 29.1197 -4.5126 0.4 -0.3 0.2
H 18.3946 24.9164 -11.5936 -0.3 -0.2 0.6
H 6.1188 22.6425 -3.6368 -0.1 0.2 -0.5
H 4.3793 26.6080 -2.9497 0.0 0.6 0.4
H 6.5875 16.1419 -10.0864 -0.2 0.2 0.3
H 10.6038 16.8063 -17.0820 0.1 -0.1 0.4
H 12.4104 23.3049 -9.9512 0.0 0.0 0.3
H 5.2550 29.8788 -6.7721 0.5 0.0 0.2
H 17.9844 28.8623 -14.5905 0.5 -0.8 -0.3
H 13.6420 25.5329 -0.9829 -0.2 -0.1 -0.7
H 19.5436 24.4743 -13.3611 0.1 -0.7 -0.7
H 5.6410 25.9671 -8.7168 1.0 -0.3 0.3
H 10.1892 23.6922 -8.6241 -0.2 0.0 0.1
H 8.1367 17.1032 -17.7687 0.3 -0.4 0.7
H 13.1020 25.2970 0.5577 -0.2 -0.6 0.5
H 3.3626 29.2809 -5.4745 -0.4 -0.2 0.2
H 2.8495 21.3093 -14.2112 1.1 0.0 -0.3
H 9.3193 17.6364 -10.2899 0.2 -0.5 0.2
H 5.9317 19.2027 -13.7541 0.1 -0.2 0.4
H 12.5148 25.8389 -9.6333 -0.3 -0.4 -0.2
H 8.0135 18.1511 -9.2304 -0.1 -0.3 0.4
H 4.8760 24.7065 -7.6746 0.8 -0.3 0.2
H 7.1417 18.0840 -16.6337 -0.2 -0.5 0.0
H 10.8360 22.3524 -0.3371 0.3 -0.6 0.4
H 14.8095 29.1693 -7.9481 0.3 0.2 0.6
H 11.3346 18.3203 -16.3035 0.4 -1.0 0.6
H 5.5670 19.9052 -10.6456 -0.2 -1.9 -0.2
H 12.8682 20.3940 -10.8117 0.3 0.4 -0.2
H 4.1989 26.1582 -7.9678 -0.4 0.6 0.3
H 11.8114 27.3475 -6.2205 -0.1 -0.1 -0.4
H 6.2912 17.4459 -2.0920 0.3 1.2 0.2
H 3.3490 20.7749 -5.3217 -0.3 0.3 -0.6
H 10.8536 26.0370 0.0691 -0.4 -0.5 -0.1
H 13.5472 29.4873 -9.7177 -0.9 0.2 -0.3
H 9.1660 23.4557 -2.5450 0.0 -0.1 0.1
H 9.0312 19.5616 -7.4698 -0.1 0.2 -0.8
H 4.6825 17.5495 -14.8428 -0.1 -0.1 0.0
H 12.2668 21.2391 -12.3053 0.1 -0.4 0.0
H 10.8336 23.7923 -10.6066 0.1 0.3 0.2
H 11.2886 28.6535 -5.2390 -0.3 0.1 0.0
H 15.3584 27.8244 -11.9962 -0.6 0.4 0.4
H 7.3948 25.6211 -5.3773 0.9 0.5 0.3
H 3.2373 20.8538 -2.7543 0.2 -0.6 0.1
H 17.1571 26.6470 -16.1225 0.1 -0.1 0.2
H 2.7363 17.0154 -12.8492 -0.7 -0.6 0.0
H 7.6599 19.2263 -11.1896 0.3 0.0 0.4
H 16.2892 24.5147 -9.9217 0.3 -0.4 -0.6
H 6.7062 19.3021 -6.0783 0.0 0.0 0.0
H 11.9216 27.2412 -0.3149 0.5 0.1 -0.5
H 5.9582 16.7345 -3.4992 0.3 -0.3 -0.6
H 6.8502 21.7879 -5.0337 -0.8 0.1 -0.5
H 9.3553 29.0887 -9.5465 0.5 0.4 -0.2
H 12.4004 22.6658 -3.5145 -0.1 -0.7 -0.3
H 7.6629 16.9542 -3.0639 0.1 0.2 -0.3
H 9.0255 23.3790 -7.3096 0.1 0.1 0.2
H 4.2537 18.6668 -9.1391 -0.5 0.7 0.0
H 4.6112 21.7387 -12.6651 -0.4 -0.1 -0.5
H 10.7985 23.1273 -7.0814 -0.1 -0.1 0.2
H 6.9043 28.1658 -6.0607 0.6 0.0 -0.2
H 8.0496 15.5956 -9.1790 -0.3 0.4 0.4
H 9.9626 20.3076 -14.0235 -0.2 0.0 0.3
H 15.4324 23.6168 -13.7461 0.5 0.2 -0.1
H 8.6294 20.9305 -6.4931 0.1 0.4 -0.1
H 11.6258 25.0965 -4.6559 -0.1 -0.1 -0.3
H 7.6227 21.2724 -18.0646 -0.4 0.2 0.0
H 15.5942 27.1936 -15.5393 -0.1 0.0 0.1
H 8.4776 22.9265 -16.2538 -0.5 0.0 0.1
H 14.0290 22.8886 0.2426 0.0 0.3 0.2
H 11.8448 22.9317 1.0972 -0.4 0.0 0.0
H 12.7696 26.1480 -8.0065 -0.2 0.7 0.4
H 9.2294 24.4444 -1.1135 0.3 0.1 0.1
H 3.9826 18.5625 -4.6765 -0.7 -0.5 -0.4
H 7.6262 21.9044 -8.6425 -0.1 -0.6 0.7
H 8.6940 16.5206 -15.1013 0.2 -0.2 0.3
H 6.1457 17.6309 -5.7431 -0.1 0.1 -0.3
H 10.5434 20.4797 -18.3524 -0.6 -0.4 0.0
H 9.5645 30.4259 -7.1061 0.1 0.3 -0.3
H 10.0966 27.8262 -6.3011 -0.1 -0.2 0.3
H 10.2931 20.3676 -6.6424 0.0 0.0 0.5
H 17.6164 28.7733 -12.9009 0.0 -0.5 0.2
H 8.2719 21.6630 -2.9430 0.2 0.2 -0.9
H 2.7684 17.7491 -9.5726 -0.5 0.7 0.3
H 10.1646 24.0361 -4.5603 0.6 -0.5 -0.1
H 16.4949 26.2085 -10.4284 0.4 -0.1 0.4
H 8.1862 19.2571 -2.4644 0.2 -0.4 -0.4
H 14.2118 27.9562 -9.8753 -0.1 -0.7 0.3
H 8.5566 19.6496 -4.2084 0.5 -0.7 0.2
H 10.7380 30.8072 -5.8817 0.0 -1.1 0.6
H 6.1421 21.1889 -12.3072 0.3 -0.1 -0.1
H 5.2938 20.4821 -14.6922 -0.3 0.4 0.1
```
Positions in Å, forces in eV/Å.

Properties
net charge: -1
spin multiplicity: 2
LUMO level (alpha / beta): 1.909 / 1.908 eV
highest occupied orbital energy (alpha / beta): 0.53 / -6.18 eV
molar mass: 1320.1 g/mol

Mulliken population analysis, charges in e, atoms 1 to 99:
1 O -0.468
2 O -0.368
3 O -0.150
4 O -0.493
5 O -0.481
6 O -0.098
7 O -0.127
8 O -0.552
9 O -0.440
10 O -0.527
11 N 0.089
12 N 0.201
13 N 0.280
14 N 0.034
15 N -0.337
16 N 0.932
17 N 1.012
18 N -0.357
19 C 1.958
20 C -1.602
21 C -1.104
22 C -1.755
23 C 2.403
24 C -1.901
25 C -2.551
26 C 0.569
27 C -1.838
28 C -2.285
29 C 0.188
30 C -1.140
31 C -0.873
32 C -1.859
33 C -0.631
34 C -0.919
35 C -2.881
36 C 0.217
37 C -1.030
38 C -1.728
39 C -0.369
40 C 1.763
41 C -1.108
42 C -1.901
43 C -1.542
44 C -1.971
45 C -1.394
46 C -2.179
47 C -0.358
48 C -1.455
49 C 1.726
50 C -2.068
51 C -2.056
52 C -1.091
53 C -1.422
54 C 2.876
55 C -0.871
56 C -1.898
57 C -1.833
58 C 1.875
59 C -2.134
60 C 2.081
61 C -1.541
62 C -1.927
63 C -1.574
64 C -1.843
65 C -0.741
66 C 3.263
67 C -1.863
68 C 2.299
69 C -0.723
70 C -2.055
71 C -1.214
72 C 0.392
73 C 1.597
74 C 2.654
75 C 2.044
76 C -2.017
77 C -1.539
78 C -1.315
79 C -1.529
80 C 1.909
81 C -2.085
82 C -1.879
83 C -1.936
84 C -1.770
85 C 3.284
86 C 0.309
87 C 1.588
88 C -0.661
89 C -1.559
90 C -2.362
91 C 2.123
92 C -0.994
93 H 0.218
94 H 0.376
95 H 0.439
96 H -0.600
97 H 0.288
98 H 0.202
99 H 0.338